{
  "formula": "C40H112N8O12",
  "method": "the ωB97M-V functional and the def2-TZVPD basis",
  "elements": ["C", "C", "O", "H", "H", "H", "H", "H", "H", "C", "C", "O", "H", "H", "H", "H", "H", "H", "C", "C", "O", "H", "H", "H", "H", "H", "H", "C", "C", "O", "H", "H", "H", "H", "H", "H", "C", "C", "C", "O", "C", "N", "H", "H", "H", "H", "H", "H", "H", "H", "H", "H", "H", "C", "C", "C", "O", "C", "N", "H", "H", "H", "H", "H", "H", "H", "H", "H", "H", "H", "C", "C", "C", "O", "C", "N", "H", "H", "H", "H", "H", "H", "H", "H", "H", "H", "H", "C", "C", "C", "O", "C", "N", "H", "H", "H", "H", "H", "H", "H", "H", "H", "H", "H", "C", "C", "C", "O", "C", "N", "H", "H", "H", "H", "H", "H", "H", "H", "H", "H", "H", "C", "C", "C", "O", "C", "N", "H", "H", "H", "H", "H", "H", "H", "H", "H", "H", "H", "C", "C", "C", "O", "C", "N", "H", "H", "H", "H", "H", "H", "H", "H", "H", "H", "H", "C", "C", "C", "O", "C", "N", "H", "H", "H", "H", "H", "H", "H", "H", "H", "H", "H"],
  "coordinates": [[4.5203, -0.9034, 4.4303], [3.5335, -1.1718, 3.3599], [3.5025, -0.3346, 2.2665], [4.1735, -0.1634, 5.1516], [5.4965, -0.6926, 3.9936], [4.7222, -1.8424, 4.9457], [2.5554, -1.4686, 3.7384], [3.7522, -2.1627, 2.9619], [2.7360, -0.5436, 1.7276], [1.5006, 2.3613, 2.0691], [1.2362, 1.7952, 3.3921], [0.1449, 0.9655, 3.2217], [0.6488, 2.8452, 1.5913], [1.8779, 1.6264, 1.3580], [2.1459, 3.2347, 2.1630], [1.2470, 2.4993, 4.2242], [2.0931, 1.1675, 3.6366], [-0.5988, 1.5715, 3.1869], [-3.7663, -4.1178, 0.9382], [-4.6537, -3.9762, 2.1621], [-4.0771, -4.6982, 3.2562], [-2.8022, -3.6132, 1.0018], [-4.2586, -3.7888, 0.0231], [-3.4604, -5.1518, 0.7792], [-5.5901, -4.4923, 1.9500], [-4.8843, -2.9831, 2.5477], [-3.2613, -4.2166, 3.4115], [-1.8126, -3.6029, 6.0344], [-1.3356, -2.5619, 5.0645], [-1.5804, -3.1982, 3.7894], [-1.3340, -4.5642, 5.8474], [-2.8829, -3.7501, 5.8898], [-1.6284, -3.2719, 7.0565], [-0.2769, -2.3328, 5.1863], [-1.7121, -1.5428, 5.1530], [-1.2557, -2.6079, 3.1056], [-2.5778, 6.7912, -1.1122], [-1.3447, 6.4396, -1.9327], [-1.4414, 5.2110, -2.8362], [-1.9813, 4.0440, -2.3002], [-1.0989, 3.3100, -1.4276], [-0.7504, 7.5986, -2.5832], [-3.0334, 5.8451, -0.8199], [-3.2826, 7.2620, -1.7975], [-2.4617, 7.4276, -0.2349], [-0.5595, 6.3032, -1.1891], [-0.5978, 5.1121, -3.5194], [-2.1161, 5.5164, -3.6360], [-0.1277, 3.0715, -1.8613], [-1.4673, 2.3899, -0.9740], [-0.9335, 3.9811, -0.5848], [-0.9018, 7.4701, -3.5735], [-1.2602, 8.4442, -2.3706], [-3.3201, 1.1126, 3.8142], [-2.8992, 2.4347, 4.3834], [-2.4654, 2.5477, 5.8709], [-3.3389, 2.0717, 6.8835], [-4.5328, 2.7925, 7.0319], [-1.7671, 2.9703, 3.5126], [-3.9550, 0.5930, 4.5318], [-2.4391, 0.4972, 3.6316], [-3.8389, 1.2863, 2.8714], [-3.7737, 3.0504, 4.1729], [-2.0103, 3.5245, 6.0348], [-1.5620, 1.9474, 5.9795], [-4.2564, 3.8467, 7.0138], [-5.0435, 2.6179, 7.9789], [-5.2693, 2.5250, 6.2741], [-1.4648, 3.7922, 4.0156], [-2.1669, 3.3807, 2.6808], [4.9392, -2.0378, -5.7413], [4.2751, -2.4313, -4.3832], [5.0164, -3.4491, -3.5512], [4.1992, -3.8583, -2.4433], [4.8501, -4.8329, -1.6749], [3.7304, -1.2685, -3.6134], [6.0001, -2.2836, -5.7864], [4.8996, -0.9917, -6.0452], [4.4475, -2.5241, -6.5839], [3.3833, -2.9549, -4.7278], [5.9681, -3.0644, -3.1845], [5.2852, -4.3546, -4.0952], [4.6875, -4.7904, -0.5979], [5.9078, -4.8102, -1.9376], [4.4194, -5.7959, -1.9495], [3.5113, -1.7741, -2.7669], [4.5638, -0.8021, -3.2848], [7.2530, -3.0156, 0.8618], [6.3718, -1.9025, 1.3851], [7.0942, -0.5516, 1.8417], [7.9993, -0.7688, 2.8813], [8.7597, 0.3651, 3.2824], [5.3450, -1.6187, 0.3794], [7.8259, -3.4686, 1.6709], [7.9502, -2.6530, 0.1065], [6.6061, -3.7857, 0.4415], [5.7911, -2.3274, 2.2039], [6.3278, 0.2186, 1.9279], [7.7666, -0.3080, 1.0192], [9.6127, 0.1269, 3.9178], [8.1663, 1.1269, 3.7879], [9.2359, 0.8671, 2.4402], [5.0231, -2.5466, 0.1440], [4.7010, -1.1070, 0.9656], [0.3334, -3.1988, -3.9197], [-0.6891, -4.3191, -4.4289], [-1.1373, -5.3323, -3.3288], [-0.0245, -6.0249, -2.7189], [0.8449, -6.6907, -3.6028], [-1.7922, -3.6142, -5.0002], [0.9451, -3.6826, -3.1582], [-0.0791, -2.4418, -3.2528], [1.0336, -2.7834, -4.6445], [-0.2895, -4.9865, -5.1925], [-1.9219, -5.9672, -3.7403], [-1.5298, -4.7146, -2.5210], [1.5882, -7.0599, -2.8962], [1.4128, -6.1642, -4.3699], [0.3837, -7.5766, -4.0394], [-1.4892, -2.9282, -5.6768], [-2.2025, -3.0786, -4.2487], [-4.5412, 2.5405, -0.5544], [-5.5807, 3.3691, 0.1319], [-5.2433, 4.0955, 1.4577], [-4.0772, 4.9027, 1.2739], [-4.2705, 6.2225, 1.8463], [-5.8810, 4.4265, -0.8596], [-4.0380, 1.8832, 0.1548], [-3.7410, 3.1754, -0.9346], [-4.8631, 1.9232, -1.3931], [-6.4930, 2.8168, 0.3571], [-5.1182, 3.3695, 2.2611], [-6.1313, 4.6617, 1.7387], [-5.1376, 6.7719, 1.4799], [-3.4656, 6.8965, 1.5531], [-4.3494, 6.2392, 2.9333], [-5.2892, 5.1660, -0.5087], [-6.8291, 4.6923, -0.6347], [-1.8566, 0.2026, -3.2813], [-2.0455, 0.3813, -4.8209], [-1.4406, 1.7632, -5.2854], [-1.9088, 1.9102, -6.5721], [-1.4638, 3.1561, -7.1552], [-1.2690, -0.6821, -5.3742], [-0.8797, 0.4567, -2.8700], [-2.1799, -0.7259, -2.8106], [-2.5204, 0.9743, -2.8915], [-3.0775, 0.3078, -5.1640], [-0.3778, 2.0040, -5.2629], [-1.8565, 2.4951, -4.5930], [-0.3863, 3.3206, -7.1608], [-2.0070, 3.9627, -6.6628], [-1.7976, 3.1423, -8.1927], [-0.3730, -0.5812, -4.9191], [-1.2027, -0.4638, -6.3581], [-1.8656, -0.2844, 0.3460], [-0.7777, -1.2822, 0.4696], [0.4783, -0.6615, -0.1351], [1.6456, -1.5290, 0.1453], [1.6458, -2.7542, -0.6230], [-0.4331, -1.5445, 1.8879], [-1.6097, 0.6265, 0.8872], [-2.7523, -0.6679, 0.8506], [-2.1540, 0.0112, -0.6627], [-0.8596, -2.2526, -0.0201], [0.6477, 0.2250, 0.4761], [0.3527, -0.4791, -1.2023], [2.5064, -3.2496, -0.1736], [1.9955, -2.6500, -1.6502], [0.7258, -3.3268, -0.5056], [-0.3394, -0.6420, 2.3316], [0.5099, -1.9000, 1.9556]],
  "homo_ev": [0.46, -7.12],
  "de_lowest_kcal_mol": 60.3,
  "lumo_energy_ev": [1.8, 1.8],
  "orbital_gap_ha": [0.050, 0.329],
  "multiplicity": 2,
  "charge": -1,
  "s_squared": 0.750
}